No. 1
Entry from the OMol25 dataset: C25H28N2NiO2PSe5 as an isolated structure (the ωB97M-V functional and the def2-TZVPD basis).

2S+1: 3
Maximum force in eV Å⁻¹: 0.9
LUMO level (alpha / beta) in hartree: 0.0857 / 0.0855
Net charge: -1
Calculated total energy in a.u.: -15086.4638

Positions of all 64 atoms, in Å:
Ni: 0.09 0.23 0.07
O: 3.70 2.79 -3.04
C: 2.51 2.93 -2.24
C: 2.82 3.07 -0.75
C: 3.89 4.16 -0.54
O: 3.60 5.41 -1.18
C: 3.44 1.79 -0.18
Se: 2.53 0.08 -0.52
C: 1.56 3.48 0.03
Se: -0.13 2.58 -0.39
H: 4.03 1.90 -2.87
H: 1.84 2.09 -2.38
H: 2.00 3.83 -2.59
H: 4.86 3.78 -0.88
H: 3.96 4.38 0.52
H: 3.56 5.23 -2.13
H: 3.55 1.92 0.90
H: 4.44 1.65 -0.59
H: 1.37 4.54 -0.14
H: 1.75 3.33 1.10
Se: -2.61 0.28 -0.35
P: -2.16 -1.80 -0.41
Se: -0.06 -2.26 -0.65
C: -3.15 -2.64 -1.71
C: -4.51 -2.33 -1.82
C: -5.29 -2.93 -2.79
C: -4.72 -3.84 -3.68
C: -3.37 -4.14 -3.59
C: -2.59 -3.54 -2.60
C: -2.76 -2.63 1.12
C: -3.87 -2.12 1.80
C: -4.32 -2.73 2.96
C: -3.66 -3.85 3.47
C: -2.56 -4.36 2.80
C: -2.12 -3.76 1.63
H: -4.95 -1.60 -1.15
H: -6.34 -2.69 -2.87
H: -5.33 -4.30 -4.45
H: -2.92 -4.84 -4.28
H: -1.53 -3.77 -2.53
H: -4.35 -1.23 1.43
H: -5.17 -2.32 3.49
H: -4.00 -4.31 4.39
H: -2.04 -5.23 3.19
H: -1.27 -4.16 1.08
C: 3.54 -0.14 2.90
N: 2.60 -1.25 2.89
C: 1.26 -1.14 2.76
Se: 0.24 0.39 2.60
N: 0.78 -2.40 2.73
C: 1.80 -3.33 2.77
C: 1.82 -4.71 2.72
C: 3.06 -5.33 2.79
C: 4.24 -4.59 2.91
C: 4.21 -3.20 2.96
C: 2.97 -2.59 2.89
H: 2.97 0.78 2.84
H: 4.19 -0.21 2.02
H: 4.13 -0.16 3.82
H: -0.18 -2.58 2.46
H: 0.90 -5.28 2.60
H: 3.11 -6.41 2.74
H: 5.19 -5.10 2.95
H: 5.13 -2.62 3.02

Results of the Löwdin charge analysis, in e, for atoms 1 through 8: Ni -0.46; O -0.07; C -0.26; C -0.59; C -0.22; O -0.06; C -0.55; Se 0.51

No. 2
Entry from the OMol25 dataset: an isolated molecule of C25H28N2O4 (the ωB97M-V functional and the def2-TZVPD basis).

Relative energy (zero: lowest compared OMol25 entry of this formula, charge and spin) in kJ/mol: 0.00
Maximum force in eV Å⁻¹: 0.9
LUMO level in hartree: 0.0208
Calculated total energy in a.u.: -1379.9799

Positions of all 59 atoms, in Å:
C: -3.26 -2.65 1.73
C: -1.98 -2.48 0.98
C: -0.76 -2.62 1.63
C: 0.44 -2.47 0.97
C: 0.45 -2.18 -0.39
C: -0.78 -2.04 -1.05
C: -1.99 -2.19 -0.39
C: -3.27 -2.04 -1.14
H: -3.85 -1.21 -0.73
H: -3.08 -1.85 -2.19
H: -3.87 -2.95 -1.05
H: -0.76 -1.82 -2.10
C: 1.66 -1.96 -1.22
O: 1.59 -1.56 -2.37
N: 2.86 -2.24 -0.65
H: 2.90 -2.44 0.34
C: 4.08 -1.73 -1.23
C: 4.48 -0.40 -0.59
O: 5.02 0.51 -1.15
O: 4.13 -0.40 0.70
C: 4.23 0.81 1.45
H: 4.75 0.58 2.38
H: 4.78 1.55 0.88
C: 2.80 1.29 1.76
O: 2.47 1.43 2.93
C: 2.02 1.54 0.59
C: 0.68 1.63 0.38
N: -0.37 1.31 1.18
C: -1.57 1.42 0.50
C: -2.85 1.12 0.94
C: -3.90 1.32 0.05
C: -3.68 1.80 -1.23
C: -2.39 2.10 -1.67
C: -1.34 1.91 -0.79
C: 0.13 2.17 -0.94
C: 0.38 3.69 -0.97
H: -0.07 4.12 -1.86
H: -0.06 4.16 -0.10
H: 1.45 3.89 -0.98
C: 0.72 1.53 -2.19
H: 1.77 1.77 -2.30
H: 0.20 1.90 -3.07
H: 0.62 0.45 -2.17
H: -2.22 2.47 -2.66
H: -4.51 1.94 -1.90
H: -4.91 1.10 0.37
H: -3.03 0.75 1.93
C: -0.34 0.80 2.52
H: -0.46 -0.28 2.53
H: 0.61 1.06 3.00
H: -1.15 1.25 3.09
H: 2.62 1.71 -0.29
H: 3.90 -1.56 -2.29
H: 4.90 -2.45 -1.10
H: 1.36 -2.57 1.53
H: -0.75 -2.86 2.69
H: -3.89 -1.77 1.61
H: -3.82 -3.51 1.34
H: -3.08 -2.81 2.79

Results of the Löwdin charge analysis, in e, for atoms 1 through 8: C -0.04; C -0.23; C -0.06; C -0.03; C -0.12; C 0.03; C -0.22; C -0.03

No. 3
Entry from the OMol25 dataset: an isolated molecule of C25H28N2O6 (the ωB97M-V functional and the def2-TZVPD basis).

Relative energy (zero: lowest compared OMol25 entry of this formula, charge and spin) in kJ/mol: 299.72
Maximum force in eV Å⁻¹: 0.8
LUMO level in hartree: -0.0030
Calculated total energy in a.u.: -1530.3741

Positions of all 61 atoms, in Å:
C: -2.10 4.63 -3.40
H: -2.85 5.40 -3.56
O: -2.37 4.09 -2.13
C: -1.56 3.11 -1.65
C: -1.87 2.63 -0.38
C: -1.11 1.64 0.20
C: -0.02 1.10 -0.48
C: 0.28 1.57 -1.74
C: -0.48 2.56 -2.34
H: -0.21 2.91 -3.32
H: 1.12 1.15 -2.29
C: 0.84 0.05 0.20
N: 1.38 0.54 1.45
C: 0.99 -0.15 2.55
O: 1.28 0.11 3.69
C: 0.15 -1.33 2.05
O: -0.37 -2.16 2.76
C: 0.07 -1.18 0.61
C: -0.67 -1.90 -0.26
C: -1.44 -3.10 0.09
C: -0.86 -4.14 0.82
C: -1.59 -5.27 1.13
C: -2.92 -5.38 0.69
C: -3.50 -4.34 -0.02
C: -2.76 -3.21 -0.33
H: -3.23 -2.40 -0.87
H: -4.53 -4.44 -0.33
O: -3.68 -6.49 0.94
C: -2.94 -7.60 1.41
C: -1.91 -7.15 2.44
H: -1.33 -8.00 2.81
O: -0.99 -6.26 1.86
H: -2.43 -6.66 3.28
H: -3.66 -8.30 1.83
H: -2.42 -8.08 0.56
H: 0.16 -4.08 1.16
O: -0.73 -1.50 -1.55
H: -1.30 -2.10 -2.06
C: 2.04 1.82 1.54
C: 3.26 1.91 0.63
C: 3.94 3.30 0.68
N: 3.51 4.29 -0.29
C: 3.82 3.95 -1.66
H: 4.85 3.61 -1.73
H: 3.16 3.18 -2.08
H: 3.71 4.85 -2.27
C: 2.15 4.75 -0.15
H: 1.40 4.02 -0.50
H: 1.96 4.99 0.90
H: 2.03 5.66 -0.74
H: 3.80 3.73 1.67
H: 5.01 3.17 0.53
H: 3.98 1.15 0.92
H: 2.96 1.71 -0.40
H: 2.34 1.94 2.59
H: 1.33 2.61 1.30
H: 1.66 -0.23 -0.48
H: -1.35 1.28 1.19
H: -2.72 3.05 0.14
H: -2.18 3.88 -4.18
H: -1.10 5.09 -3.43

Results of the Löwdin charge analysis, in e, for atoms 1 through 8: C -0.09; H 0.09; O -0.08; C -0.28; C 0.01; C -0.01; C -0.20; C -0.04

No. 4
Entry from the OMol25 dataset: an isolated molecule of C25H28N2O6 (the ωB97M-V functional and the def2-TZVPD basis).

Relative energy (zero: lowest compared OMol25 entry of this formula, charge and spin) in kJ/mol: 271.59
Maximum force in eV Å⁻¹: 0.8
LUMO level in hartree: -0.0129
Calculated total energy in a.u.: -1530.3848

Positions of all 61 atoms, in Å:
C: -0.21 -5.03 -1.00
H: -0.17 -5.82 -1.74
O: -0.26 -3.83 -1.73
C: -0.34 -2.65 -1.06
C: -0.35 -2.52 0.32
C: -0.43 -1.27 0.91
C: -0.50 -0.12 0.12
C: -0.48 -0.26 -1.26
C: -0.40 -1.50 -1.86
H: -0.38 -1.61 -2.93
H: -0.52 0.62 -1.88
C: -0.59 1.25 0.75
N: 0.64 2.00 0.61
C: 0.53 3.20 -0.02
O: 1.43 3.98 -0.22
C: -0.94 3.33 -0.39
O: -1.47 4.25 -1.01
C: -1.59 2.14 0.07
C: -2.88 1.85 -0.29
O: -3.60 2.71 -0.99
H: -3.03 3.52 -1.17
C: -3.52 0.55 -0.02
C: -4.20 -0.08 -1.06
C: -4.76 -1.33 -0.86
C: -4.65 -1.95 0.38
C: -4.00 -1.31 1.42
C: -3.43 -0.07 1.22
H: -2.95 0.44 2.04
H: -3.95 -1.78 2.39
H: -5.09 -2.93 0.53
H: -5.28 -1.82 -1.67
H: -4.28 0.41 -2.01
C: 1.89 1.50 1.13
H: 1.68 0.83 1.96
H: 2.47 2.36 1.48
C: 2.69 0.73 0.06
N: 3.68 -0.11 0.71
C: 3.93 -1.38 0.06
C: 4.82 -1.25 -1.18
O: 6.05 -0.63 -0.85
C: 5.84 0.65 -0.28
C: 4.95 0.56 0.97
H: 5.47 -0.03 1.73
H: 4.76 1.56 1.36
H: 5.37 1.31 -1.02
H: 6.82 1.03 -0.03
H: 4.29 -0.66 -1.95
H: 5.07 -2.22 -1.59
H: 4.45 -2.02 0.79
H: 2.98 -1.85 -0.20
H: 2.00 0.08 -0.49
H: 3.11 1.45 -0.65
H: -0.80 1.12 1.82
O: -0.45 -1.07 2.26
C: -0.40 -2.19 3.12
H: -0.44 -1.79 4.13
H: -1.25 -2.86 2.96
H: 0.54 -2.75 2.99
H: -0.30 -3.41 0.94
H: -1.11 -5.16 -0.38
H: 0.68 -5.07 -0.36

Results of the Löwdin charge analysis, in e, for atoms 1 through 8: C -0.08; H 0.09; O -0.07; C -0.27; C 0.05; C -0.22; C -0.13; C -0.02

No. 5
Entry from the OMol25 dataset: C25H28N3O4PV as an isolated structure (the ωB97M-V functional and the def2-TZVPD basis).

Relative energy (zero: lowest compared OMol25 entry of this formula, charge and spin) in kJ/mol: 137.73
2S+1: 3
Maximum force in eV Å⁻¹: 0.4
LUMO level (alpha / beta) in hartree: -0.0916 / -0.0938
Net charge: +1
Calculated total energy in a.u.: -2719.9355

Positions of all 62 atoms, in Å:
V: 0.50 0.09 0.15
N: 1.05 -1.64 -1.17
C: 2.47 -2.01 -0.93
C: 2.87 -1.40 0.41
O: 3.46 -2.01 1.27
N: 2.41 -0.11 0.47
C: 1.93 0.46 1.64
C: -0.39 -1.21 2.64
O: -0.65 -0.81 3.68
O: -0.18 -1.63 1.57
H: 0.44 -2.42 -0.92
H: 0.89 -1.47 -2.15
H: 3.09 -1.58 -1.71
H: 2.62 -3.09 -0.92
H: 2.24 1.48 1.84
H: 1.97 -0.16 2.54
N: -0.72 1.79 1.13
C: -1.46 2.59 0.18
C: -2.75 3.01 0.44
C: -3.44 3.75 -0.51
C: -2.83 4.09 -1.71
C: -1.53 3.66 -1.97
C: -0.84 2.90 -1.03
P: 0.80 2.15 -1.30
C: 1.03 2.16 -3.09
C: 1.75 3.16 -3.75
C: 1.88 3.13 -5.13
C: 1.29 2.10 -5.86
C: 0.57 1.11 -5.21
C: 0.45 1.13 -3.83
C: 1.97 3.35 -0.62
C: 3.27 2.92 -0.37
C: 4.21 3.80 0.14
C: 3.85 5.11 0.42
C: 2.55 5.55 0.18
C: 1.61 4.67 -0.34
H: 0.08 2.31 1.50
H: -1.30 1.55 1.93
H: -3.22 2.77 1.39
H: -4.45 4.08 -0.31
H: -3.36 4.68 -2.44
H: -1.05 3.90 -2.91
H: 2.21 3.96 -3.18
H: 2.44 3.90 -5.63
H: 1.40 2.08 -6.94
H: 0.12 0.30 -5.78
H: -0.10 0.35 -3.32
H: 3.54 1.88 -0.55
H: 5.22 3.46 0.33
H: 4.58 5.80 0.82
H: 2.27 6.57 0.40
H: 0.60 5.01 -0.53
C: -3.03 0.36 -2.31
C: -2.67 -0.25 -1.00
C: -3.78 -0.79 -0.15
O: -1.51 -0.32 -0.61
H: -3.97 0.91 -2.24
H: -3.18 -0.45 -3.03
H: -2.24 1.02 -2.67
H: -4.27 0.07 0.32
H: -3.40 -1.45 0.62
H: -4.53 -1.30 -0.75

Results of the Löwdin charge analysis, in e, for atoms 1 through 8: V 0.64; N -0.01; C -0.11; C -0.54; O 0.09; N -0.15; C -0.21; C -0.39

No. 6
Entry from the OMol25 dataset: C25H28N3O5S3V as an isolated structure (the ωB97M-V functional and the def2-TZVPD basis).

Relative energy (zero: lowest compared OMol25 entry of this formula, charge and spin) in kJ/mol: 0.00
2S+1: 2
Maximum force in eV Å⁻¹: 1.3
LUMO level (alpha / beta) in hartree: 0.0807 / 0.0808
Net charge: -1
Calculated total energy in a.u.: -3648.5735

Positions of all 65 atoms, in Å:
V: 0.63 -0.98 -1.10
C: 2.18 -2.33 -2.09
C: 1.68 -3.26 -1.14
C: 0.36 -3.57 -1.47
C: 0.00 -2.81 -2.61
C: 1.14 -2.07 -3.02
H: 3.17 -1.90 -2.08
H: 2.21 -3.61 -0.27
H: -0.27 -4.26 -0.93
H: -0.95 -2.83 -3.12
H: 1.20 -1.43 -3.88
C: 2.93 2.23 -2.93
C: 1.95 3.13 -3.35
C: 0.63 2.81 -3.15
C: 0.30 1.61 -2.51
N: 1.25 0.75 -2.07
C: 2.54 1.07 -2.29
C: -1.06 1.13 -2.34
C: -2.20 1.89 -2.62
C: -3.45 1.32 -2.49
C: -3.53 -0.02 -2.10
C: -2.37 -0.69 -1.82
N: -1.15 -0.14 -1.92
H: 3.98 2.43 -3.05
H: 2.22 4.06 -3.84
H: -0.16 3.47 -3.49
H: 3.28 0.38 -1.91
H: -2.11 2.92 -2.92
H: -4.34 1.89 -2.69
H: -4.49 -0.52 -2.00
H: -2.38 -1.72 -1.50
C: -2.53 -3.20 0.82
S: -0.89 -2.57 1.26
O: -0.15 -3.75 1.76
C: -1.40 -1.64 2.71
C: -0.66 -1.85 3.86
C: -0.94 -1.10 4.99
C: -1.96 -0.16 4.97
C: -2.69 0.05 3.81
C: -2.41 -0.69 2.67
H: -2.86 -3.83 1.65
H: -2.42 -3.78 -0.09
H: -3.22 -2.38 0.66
H: 0.14 -2.58 3.84
H: -0.35 -1.25 5.89
H: -2.17 0.43 5.85
H: -3.47 0.80 3.78
H: -2.94 -0.48 1.75
C: 1.52 2.49 2.73
N: 0.56 2.30 1.65
C: 0.68 3.17 0.51
C: -0.13 1.16 1.58
O: -0.81 0.78 0.63
H: 1.38 3.47 3.19
H: 2.54 2.40 2.33
H: 1.38 1.71 3.48
H: 0.45 4.20 0.80
H: -0.03 2.85 -0.25
H: 1.70 3.12 0.11
H: -0.08 0.58 2.51
O: 4.50 0.18 1.94
S: 3.87 0.26 0.64
O: 4.60 -0.43 -0.43
O: 3.54 1.64 0.24
S: 2.05 -0.77 0.86

Results of the Löwdin charge analysis, in e, for atoms 1 through 8: V 0.52; C -0.21; C -0.18; C -0.18; C -0.19; C -0.21; H 0.10; H 0.10